A 3-piece molecular cluster, C28H50I2NO11PS overall in a non-equilibrium geometry, computed with ωB97M-V with the def2-TZVPD basis set.

Positions of all 94 atoms, in Å:
C: 8.94 -1.90 2.40
C: 7.96 -0.82 2.76
C: 8.02 -0.20 4.00
C: 7.12 0.80 4.33
C: 6.11 1.22 3.46
C: 5.21 2.35 3.92
C: 4.67 3.27 2.81
C: 4.09 1.86 4.88
C: 6.04 0.54 2.24
O: 5.06 0.83 1.29
C: 3.76 0.47 1.62
C: 3.40 -1.04 1.43
O: 4.29 -1.56 0.50
N: 4.05 -2.99 0.30
O: 4.86 -3.43 -0.38
O: 2.10 -1.10 0.80
C: 0.93 -1.13 1.50
O: 0.17 -2.05 1.38
C: 0.61 0.08 2.34
I: -0.05 1.55 0.93
C: -0.44 -0.22 3.40
C: 0.18 -0.90 4.62
I: -1.34 1.61 4.12
P: 3.44 -2.06 3.02
S: 5.09 -2.98 3.45
C: 6.96 -0.44 1.88
H: 9.96 -1.53 2.51
H: 8.82 -2.23 1.36
H: 8.83 -2.76 3.06
H: 8.78 -0.48 4.73
H: 7.19 1.29 5.29
H: 5.85 2.98 4.53
H: 4.69 4.30 3.16
H: 3.67 3.00 2.48
H: 5.33 3.23 1.94
H: 3.18 2.43 4.70
H: 3.85 0.81 4.73
H: 4.36 2.02 5.92
H: 3.53 0.75 2.65
H: 3.10 1.01 0.94
H: 1.48 0.52 2.84
H: -1.24 -0.83 2.99
H: 0.93 -0.26 5.10
H: -0.58 -1.11 5.36
H: 0.62 -1.86 4.34
H: 2.34 -2.92 2.93
H: 3.10 -1.08 3.97
H: 6.87 -0.90 0.91
C: -3.09 2.29 -1.66
O: -4.05 1.29 -1.38
C: -3.78 0.53 -0.22
C: -5.01 0.32 0.63
O: -5.51 1.48 1.28
C: -6.12 2.50 0.51
C: -7.46 2.15 -0.10
O: -7.34 1.20 -1.15
C: -8.29 0.16 -1.12
H: -2.21 1.88 -2.17
H: -3.56 3.02 -2.31
H: -2.77 2.80 -0.74
H: -2.99 1.00 0.38
H: -3.42 -0.46 -0.53
H: -4.72 -0.34 1.45
H: -5.80 -0.18 0.06
H: -5.44 2.89 -0.25
H: -6.30 3.31 1.22
H: -7.89 3.07 -0.51
H: -8.12 1.77 0.69
H: -8.45 -0.21 -0.10
H: -7.90 -0.65 -1.73
H: -9.25 0.49 -1.54
C: -4.25 -1.88 -8.27
O: -3.29 -2.12 -7.27
C: -2.04 -1.48 -7.49
C: -1.50 -0.84 -6.23
O: -2.21 0.29 -5.77
C: -3.50 0.13 -5.20
C: -3.53 -0.54 -3.85
O: -3.21 -1.93 -3.93
C: -2.33 -2.38 -2.94
H: -4.10 -2.54 -9.14
H: -5.23 -2.09 -7.84
H: -4.24 -0.84 -8.61
H: -2.12 -0.72 -8.27
H: -1.32 -2.24 -7.81
H: -0.50 -0.46 -6.48
H: -1.37 -1.59 -5.44
H: -4.18 -0.35 -5.90
H: -3.86 1.15 -5.05
H: -4.55 -0.45 -3.45
H: -2.85 -0.03 -3.17
H: -1.52 -1.67 -2.76
H: -1.89 -3.32 -3.29
H: -2.85 -2.57 -1.99

Calculated values
LUMO energy = -0.8 eV
orbital gap = 0.296 hartree
E_HOMO = -8.8 eV
strongest force on any atom = 0.0208 Eh/bohr